(1)
58
Properties=species:S:1:pos:R:3:forces:R:3 method="wB97M-V/def2-TZVPD" charge=+1 gap_ev=5.47
N -1.730 0.809 -4.713 1.174 -1.309 0.705
N 1.231 -0.851 2.512 0.124 0.347 -0.550
N 4.448 0.291 -6.591 -1.746 -0.421 0.194
N 1.761 0.711 0.543 -0.134 -0.097 1.247
C 0.311 1.546 -5.423 -1.057 -0.432 -0.282
C 2.639 -0.515 0.503 -0.540 1.531 -0.793
C 0.000 -0.625 1.668 0.863 -0.716 1.586
C -3.137 0.827 -4.398 -0.617 -0.307 0.274
C 6.448 0.398 -5.099 0.254 -0.213 0.327
C 1.138 2.470 -6.048 -0.184 0.572 -0.506
C 3.110 0.134 -6.380 0.855 0.139 0.413
C 1.700 -0.274 -4.248 -0.123 -0.297 -1.213
C 4.594 -0.422 -3.090 0.853 -0.058 0.140
C 1.698 0.480 3.046 -0.622 -1.821 0.251
C 2.879 -0.203 -5.018 0.084 -0.083 0.423
C 2.309 -1.443 1.636 -1.055 0.005 1.558
C -0.812 -0.046 -4.174 -0.217 1.197 -0.860
C 5.145 0.033 -5.408 -0.475 0.726 0.854
C -0.822 3.817 -6.656 -0.415 -0.718 0.221
C 2.005 1.398 1.902 0.084 0.165 -2.223
C 5.066 0.812 -7.796 -0.071 0.078 -0.617
C 0.485 0.341 -4.599 -0.049 -0.012 0.069
C 0.552 3.567 -6.710 0.642 -0.254 0.365
C 6.842 0.283 -3.756 -0.175 -0.061 -0.763
C -1.090 1.767 -5.484 0.626 0.559 0.547
C 5.938 -0.145 -2.776 -0.686 -0.286 0.117
C 0.297 0.323 0.543 1.486 0.849 -0.850
C 4.200 -0.314 -4.413 0.414 0.296 -0.555
C -1.671 2.901 -6.028 0.313 0.333 -0.212
H 1.345 2.271 1.915 0.305 0.037 -0.086
H 0.882 0.875 3.666 0.320 -0.164 0.029
H 2.218 2.336 -6.026 -0.278 0.248 -0.095
H 6.123 0.980 -7.580 -0.279 0.005 -0.242
H -3.268 0.849 -3.308 -0.020 0.045 -0.321
H -2.741 3.063 -5.912 0.306 0.201 -0.292
H 1.195 4.261 -7.256 -0.181 -0.176 0.309
H 7.097 0.793 -5.885 0.015 -0.232 0.568
H 4.593 1.766 -8.082 0.243 -0.387 0.150
H -0.305 -1.611 1.298 -0.148 0.159 0.207
H -0.258 1.262 0.656 0.059 -0.178 -0.232
H -3.582 1.724 -4.829 -0.015 -0.272 0.169
H 0.061 -0.127 -0.431 0.054 0.202 0.054
H 3.678 -0.163 0.561 -0.234 -0.034 -0.158
H -1.129 -0.919 -3.613 0.115 0.266 0.066
H 3.054 1.712 1.920 -0.221 0.146 -0.143
H 6.273 -0.242 -1.741 -0.095 0.068 -0.355
H 1.745 -0.873 -3.332 -0.026 0.228 -0.199
H 1.914 -2.395 1.270 0.218 -0.021 0.202
H -1.242 4.715 -7.091 0.106 -0.065 -0.063
H -0.761 -0.199 2.335 0.023 -0.389 -0.122
H 2.485 -1.008 -0.467 0.059 0.156 0.062
H 2.376 0.234 -7.179 0.371 0.064 0.197
H -3.649 -0.056 -4.800 0.142 0.226 0.034
H 4.976 0.104 -8.634 0.051 0.199 0.353
H 3.855 -0.711 -2.345 0.368 0.201 0.098
H 2.588 0.291 3.664 -0.365 0.040 -0.024
H 7.864 0.537 -3.489 -0.212 -0.033 0.032
H 3.191 -1.599 2.270 -0.284 -0.255 -0.066



(2)
61
Properties=species:S:1:pos:R:3:forces:R:3 method="wB97M-V/def2-TZVPD" multiplicity=3 gap_ev="7.64 / 6.26" s_squared=2.029
Mo 1.723 -1.633 -0.039 -0.324 -0.558 0.000
Se 0.222 -0.535 2.103 -0.088 -0.043 -0.244
Cl 0.505 -5.273 -0.760 -0.031 0.153 0.048
Cl 1.198 -4.792 2.347 0.024 -0.029 -0.011
Cl -1.505 -3.495 1.315 0.068 -0.045 -0.009
Si 0.449 -3.777 0.667 0.015 0.016 0.096
O 2.955 -1.946 1.949 0.003 -0.170 0.030
O 3.051 -3.381 0.320 0.062 0.087 -0.058
O 1.126 2.258 -1.091 -0.099 -0.025 0.170
O -0.412 -2.373 -1.080 0.095 0.294 0.419
O 0.973 0.118 -0.544 -0.411 0.472 0.113
O -1.606 0.283 -0.097 0.103 -0.187 -0.040
O -0.400 -2.611 -3.287 0.026 -0.052 0.138
N 1.531 -2.177 -2.025 0.071 -0.065 -0.090
N 3.459 -1.058 -0.543 -0.188 0.140 0.132
C 3.425 -2.999 1.472 -0.091 0.178 0.000
C -1.091 1.401 -0.794 0.030 0.152 0.139
C 1.816 -1.806 5.748 0.020 0.004 0.023
C -2.123 1.251 -4.982 0.005 0.013 -0.019
C -1.482 1.357 -2.274 0.100 -0.038 0.034
C -1.960 0.180 -2.832 -0.026 -0.015 -0.010
C 0.912 -0.664 3.839 -0.051 0.041 0.195
C 1.279 0.540 5.898 -0.004 -0.020 -0.004
C -1.313 2.481 -3.079 0.009 0.026 -0.020
C -2.747 4.832 1.248 -0.034 -0.001 -0.010
C 1.404 -1.832 4.428 0.019 0.031 -0.090
C -1.405 4.528 1.414 0.035 0.010 0.015
C 0.365 -2.576 -4.494 0.016 0.013 0.024
C -2.950 2.990 -0.277 0.009 -0.017 -0.048
C 0.247 -2.389 -2.153 0.028 -0.038 -0.273
C -3.522 4.056 0.397 0.011 0.020 0.012
C 0.454 1.304 -0.773 0.420 -0.252 -0.473
C -0.833 3.455 0.742 -0.008 -0.008 0.057
C -2.283 0.130 -4.184 -0.014 -0.026 0.007
C -1.633 2.428 -4.425 0.005 0.007 0.007
C 1.768 -0.624 6.478 0.001 -0.004 0.027
C 0.828 0.518 4.591 0.013 -0.033 0.029
C -1.602 2.672 -0.110 -0.009 -0.006 -0.060
H 0.781 -1.579 -4.652 -0.001 -0.004 0.006
H -0.791 5.135 2.070 -0.016 -0.026 -0.021
H 2.184 -2.713 6.210 -0.007 0.012 -0.010
H -3.186 5.671 1.773 0.012 -0.017 -0.009
H 1.234 1.458 6.470 -0.005 -0.011 -0.009
H 4.322 -1.568 -0.457 0.121 -0.001 -0.094
H 2.104 -0.612 7.508 -0.001 -0.005 -0.026
H 2.179 -2.099 -2.785 0.000 0.008 -0.174
H 0.219 3.246 0.874 -0.011 -0.013 -0.010
H 3.515 -0.153 -0.992 0.105 0.036 -0.012
H 1.452 -2.745 3.855 -0.004 0.028 0.017
H 0.413 1.412 4.141 0.010 -0.028 -0.007
H 1.155 -3.327 -4.469 0.000 0.007 0.005
H -4.570 4.287 0.251 0.023 -0.007 0.002
H -1.503 3.307 -5.043 -0.003 -0.017 0.009
H 4.162 -3.593 2.020 -0.004 -0.015 -0.005
H -0.924 3.394 -2.645 -0.003 -0.017 -0.002
H -2.069 -0.701 -2.212 0.009 0.005 -0.011
H -3.558 2.406 -0.960 0.017 0.006 0.012
H -2.379 1.214 -6.034 0.003 -0.002 0.020
H -0.329 -2.809 -5.295 -0.019 0.005 0.008
H -2.664 -0.793 -4.607 0.011 0.022 0.009
H -2.568 0.322 -0.132 -0.050 0.012 0.047



(3)
201
Properties=species:S:1:pos:R:3:forces:R:3 method="wB97M-V/def2-TZVPD" gap_ev=8.82
O 5.459 -7.560 8.091 0.344 -0.129 0.254
O 2.971 -7.492 12.151 -0.339 1.215 -0.670
O -7.777 -11.345 5.278 0.928 0.292 -0.318
O 7.009 -2.649 7.503 0.242 -0.722 1.017
O 3.113 -1.676 11.058 -0.581 0.341 -0.082
O 4.449 -4.951 1.601 0.006 0.363 0.082
O -1.564 -2.090 1.895 -0.360 -0.637 0.666
O 1.310 0.125 2.795 -0.540 -0.189 -1.154
O -1.491 -6.090 5.876 1.606 0.973 -0.025
O 2.751 -12.047 4.374 0.374 0.651 0.323
O -1.950 -12.551 7.763 -0.493 -0.989 0.502
O -5.098 -9.430 9.452 0.464 0.187 -0.386
O -0.110 -15.739 5.164 1.697 0.341 -0.039
N 3.374 -8.819 6.234 -0.705 -1.987 -1.408
N 3.029 -4.761 -1.045 0.241 -0.542 1.014
N 4.156 -1.668 8.159 0.075 0.989 1.707
N 2.097 -5.096 5.601 -1.359 0.404 0.690
N 7.299 -8.132 6.032 0.241 0.479 0.663
N 2.144 -2.368 4.161 0.830 1.495 -0.203
N -7.354 -8.521 4.396 -0.289 -0.799 0.828
N -6.327 -6.781 10.810 0.756 0.189 1.025
N -3.443 -2.288 4.005 -0.470 0.145 -0.779
N 2.858 -4.626 12.784 0.686 0.476 -0.855
N -1.303 -15.561 7.784 0.530 -0.022 0.498
C 4.141 -0.894 10.498 0.121 0.378 0.332
C 1.136 -5.941 0.062 -0.337 -1.387 0.798
C 2.947 -8.266 13.308 0.252 -0.493 0.444
C -6.615 -8.246 11.020 0.107 2.314 -0.396
C -1.678 -14.664 8.870 -0.822 0.048 -0.557
C -1.187 -13.230 8.744 0.534 -0.592 -0.186
C 2.864 -10.266 5.950 0.989 1.473 1.723
C -6.413 -8.982 9.705 0.605 -1.173 1.205
C -0.080 -6.181 6.177 -0.823 -0.966 -0.716
C -3.527 -4.733 3.687 -1.787 1.236 -0.017
C -4.955 -8.916 5.052 0.004 -0.955 -0.032
C 0.228 -16.059 3.856 1.333 -0.610 -0.868
C 7.587 -7.088 7.082 -0.134 -0.951 -1.893
C 2.413 -5.143 0.307 0.474 1.422 -1.373
C 3.418 -5.816 1.230 -0.774 -1.226 -0.384
C -2.373 -3.278 2.014 0.128 1.259 -0.601
C 4.603 -4.829 3.003 0.947 0.258 -0.109
C 0.511 -4.641 12.743 -0.435 0.187 0.082
C -2.368 -6.943 6.516 -0.316 0.236 0.497
C 1.799 -6.631 11.911 0.999 -2.141 0.990
C 2.355 -0.927 11.996 1.095 -0.203 0.273
C 5.996 -2.167 6.684 0.423 1.162 -1.300
C 0.538 -5.622 3.813 -1.433 0.393 0.067
C -1.339 -16.229 5.499 -2.428 -1.263 -0.784
C -8.082 -8.259 11.386 -0.342 -1.538 -0.534
C 1.143 -0.113 4.163 1.311 1.097 0.914
C -6.711 -10.519 5.799 -1.769 -0.429 0.262
C 3.154 -10.668 4.516 -0.375 -0.776 0.213
C -0.601 -2.193 0.912 0.572 -0.750 -1.640
C -6.307 -9.558 4.728 -0.054 1.455 -1.125
C 1.721 -5.525 12.930 0.375 0.586 0.047
C 2.947 -12.578 3.088 -0.446 0.553 -0.445
C -1.962 -15.327 6.512 0.600 0.692 0.145
C 0.258 0.891 2.198 -0.162 0.261 1.302
C 6.315 -6.548 7.643 -0.158 1.227 0.621
C 4.855 -1.723 9.466 -0.146 0.442 -0.730
C 2.360 -0.924 4.644 -1.747 -1.290 -0.133
C -4.122 -8.449 9.229 0.374 0.747 0.620
C 8.262 -2.317 7.006 0.278 0.698 -1.119
C -8.045 -12.453 6.069 -0.469 -0.629 0.749
C 8.383 -5.958 6.469 0.452 -0.084 0.278
C 3.676 -0.415 4.169 1.392 -0.886 -0.053
C 0.622 -5.175 5.273 2.174 -0.276 0.030
C 1.415 -10.363 6.332 -1.016 0.362 -0.945
C -2.730 -3.462 3.433 0.247 0.007 2.916
C -1.619 -11.224 7.669 0.923 1.343 -0.448
C 4.446 -6.995 8.888 -0.752 -1.688 0.404
C 4.642 -2.559 7.184 0.358 -0.486 -0.703
H 8.246 -7.578 7.803 -0.427 0.047 0.355
H 3.984 -12.511 2.734 -0.001 -0.027 0.204
H -3.040 -15.419 6.602 -0.109 -0.249 0.024
H 0.643 -3.749 13.355 0.006 -0.051 0.072
H 0.955 -6.624 3.727 0.108 -0.110 -0.045
H 7.069 -7.685 5.149 -0.110 0.014 0.127
H 9.094 -2.751 7.549 -0.256 -0.297 0.371
H 1.140 -2.503 4.040 0.133 -0.033 0.017
H 4.891 -6.354 9.649 -0.360 0.559 -0.200
H -3.277 -8.894 8.710 -0.157 -0.076 -0.229
H -1.986 -16.279 4.603 -0.004 0.404 0.059
H 0.237 -4.166 5.444 -0.271 -0.141 -0.088
H -8.689 -8.227 10.475 0.045 0.478 0.044
H -3.656 -4.915 4.754 0.719 -0.326 -0.023
H 2.901 -6.248 2.102 0.086 0.317 -0.020
H 4.822 -0.538 11.293 0.044 -0.357 -0.083
H -0.305 -15.466 7.591 -0.112 -0.156 0.265
H -1.843 -4.144 1.616 0.037 -0.067 0.117
H 9.256 -6.388 5.978 0.073 0.165 -0.035
H 3.968 -7.817 9.444 0.260 0.072 -0.051
H -0.392 -5.140 13.084 -0.274 -0.054 -0.285
H 5.853 -1.302 9.305 -0.090 -0.181 0.083
H 6.542 -5.841 8.466 0.073 -0.312 -0.009
H 1.078 -4.946 3.151 0.072 0.062 0.036
H 0.430 1.104 1.147 0.365 -0.449 -0.030
H -1.311 -17.287 5.795 0.292 0.068 0.472
H -2.432 -6.787 7.604 0.272 0.095 0.000
H 1.199 0.869 4.679 -0.437 -0.248 0.041
H -2.154 -8.006 6.354 -0.131 -0.034 -0.265
H -6.185 -10.057 3.756 0.001 -0.358 0.409
H 3.736 0.038 10.068 -0.047 -0.243 -0.204
H -4.652 -8.221 4.275 -0.180 0.404 0.199
H -5.346 -6.601 10.595 -0.096 -0.422 -0.439
H 4.237 -10.590 4.329 -0.248 0.189 -0.220
H 5.352 -4.046 3.167 -0.116 -0.005 -0.083
H 4.394 -1.238 4.329 -0.082 0.123 -0.149
H -8.904 -12.970 5.640 0.036 0.032 -0.051
H -8.208 -9.043 4.156 0.487 0.163 -0.179
H -6.342 -6.349 11.747 -0.547 -0.113 -0.465
H 0.892 -6.664 0.868 0.514 0.420 0.071
H 6.171 -2.483 5.634 -0.144 -0.457 0.259
H 4.105 0.385 4.770 -0.410 0.374 -0.132
H -3.250 -3.065 1.389 -0.200 -0.466 0.168
H -0.699 0.368 2.338 0.107 0.142 -0.192
H 5.048 -5.748 3.403 -0.407 -0.036 0.230
H 1.216 -6.613 -0.797 0.093 0.435 -0.241
H 2.518 -2.326 3.206 -0.240 -0.406 0.234
H 3.784 -4.088 -0.875 -0.412 -0.115 0.110
H 1.663 -5.905 13.948 0.243 -0.214 0.025
H -3.311 -6.603 6.098 -0.449 -0.753 0.087
H 2.278 -9.133 13.215 -0.130 0.151 0.044
H 3.006 -0.705 12.858 -0.243 -0.052 0.032
H -0.132 -13.293 8.406 -0.165 0.317 0.168
H -0.759 -3.028 0.201 -0.412 0.125 0.298
H 4.751 -3.591 7.550 -0.396 -0.215 -0.227
H 0.200 -5.387 0.005 0.310 0.489 -0.440
H 3.694 -4.518 3.525 -0.052 -0.305 -0.130
H 0.145 -6.108 7.250 -0.142 0.466 -0.154
H -4.468 -7.546 8.703 -0.256 -0.423 -0.364
H -4.926 -8.508 6.064 -0.028 0.335 -0.167
H 2.554 -5.904 5.194 0.278 0.239 -0.059
H 6.483 -8.655 6.344 0.190 0.010 -0.176
H -7.221 -13.181 6.141 0.089 0.269 -0.199
H 2.384 -0.939 5.740 -0.289 -0.027 -0.089
H 8.399 -1.222 7.002 0.030 -0.117 -0.004
H 3.150 -1.660 8.225 -0.028 -0.310 0.349
H -0.262 -15.380 3.153 -0.175 -0.249 -0.130
H -1.199 -12.740 9.731 -0.206 0.190 -0.248
H 0.968 -11.313 6.028 0.304 -0.113 0.185
H 2.926 -4.496 11.768 0.110 0.597 0.394
H -6.793 -8.389 8.876 -0.267 0.046 -0.093
H -2.777 -14.648 8.847 0.115 0.086 0.327
H 4.983 -2.745 9.870 -0.088 0.141 -0.244
H 3.543 -5.570 -1.419 -0.468 0.144 0.143
H 0.957 -7.335 11.964 -0.332 0.464 -0.317
H 2.561 -10.029 3.839 0.345 -0.098 -0.016
H 3.976 -2.472 6.329 -0.201 -0.557 -0.094
H 6.066 -1.063 6.590 -0.131 -0.166 0.335
H -8.324 -9.250 11.791 -0.088 0.315 0.420
H 3.438 -10.892 6.654 -0.130 -0.310 -0.532
H 7.826 -5.359 5.747 -0.140 -0.080 0.028
H 1.984 -6.244 10.907 -0.359 0.030 0.010
H 1.168 -10.175 7.378 0.554 -0.068 0.061
H -1.374 -15.076 9.833 0.153 -0.054 -0.054
H 1.542 -1.563 12.324 -0.260 0.150 -0.021
H -4.206 -9.722 5.022 -0.076 0.140 0.146
H -2.054 -10.785 6.770 -0.246 -0.182 -0.028
H 5.784 -5.899 6.920 0.184 -0.321 -0.247
H -0.517 -5.658 3.489 0.316 -0.093 -0.063
H 3.788 -4.963 13.015 -0.398 -0.579 0.342
H -1.946 -10.619 8.522 -0.029 -0.153 0.202
H -0.530 -11.105 7.550 -0.380 0.006 0.245
H 2.621 -13.614 3.099 0.102 -0.089 0.118
H -3.192 -5.585 3.110 0.110 -0.250 0.186
H 0.395 -2.430 1.302 0.105 0.651 0.180
H -6.900 -9.951 9.848 -0.601 0.231 -0.509
H 2.722 -7.723 14.233 -0.221 0.112 -0.174
H 0.419 -4.290 11.712 -0.138 -0.175 -0.039
H 0.205 1.873 2.708 -0.103 -0.296 -0.113
H 4.380 -8.926 6.316 -0.136 0.474 0.327
H 2.050 0.045 11.595 -0.359 -0.197 -0.166
H -3.398 -2.293 5.017 -0.012 -0.230 -0.044
H 0.842 -9.614 5.764 0.115 0.041 0.039
H 2.439 -4.188 5.247 -0.023 -0.917 0.017
H -8.315 -12.187 7.108 0.076 0.117 -0.213
H 0.226 -7.200 5.861 0.194 0.259 0.226
H -7.665 -8.031 5.246 0.537 -0.085 -0.214
H -7.212 -9.966 6.618 0.736 0.007 0.105
H 0.225 -0.643 4.459 -0.077 0.199 -0.370
H 8.313 -2.653 5.955 0.293 0.066 0.132
H -1.724 -14.321 6.136 -0.461 0.055 0.023
H 8.711 -5.314 7.288 0.098 0.182 -0.220
H -5.891 -11.131 6.193 -0.017 0.023 -0.140
H -0.653 -1.321 0.260 0.542 0.298 0.277
H -8.358 -7.449 12.046 -0.085 0.007 0.228
H 2.200 -4.141 0.724 -0.238 -0.488 0.166
H -2.983 -1.429 3.716 0.015 -0.168 -0.088
H 3.806 -6.697 0.677 0.199 0.265 0.192
H 3.695 -0.199 3.104 -0.099 0.262 0.025
H 3.959 -8.653 13.451 -0.048 -0.047 -0.143
H 2.308 -12.042 2.362 0.202 -0.110 0.053
H -4.572 -4.467 3.440 0.290 -0.413 -0.548
H 2.998 -8.545 7.132 0.216 -0.022 0.104
H -6.007 -8.611 11.852 0.088 -0.522 -0.283
H -1.859 -3.523 4.114 0.562 -0.423 -1.062
H 0.074 -17.124 3.604 -0.662 0.297 0.110
H 3.642 -6.616 8.252 0.207 0.936 0.131
H 1.314 -16.000 3.689 -0.186 0.575 0.405
H -3.713 -8.043 10.169 -0.060 -0.240 0.111



Listing E_tot for the structures above in their given order: -32348.6382, -154188.7446, -94867.0937 eV.
Listing relative energy (zero: lowest compared OMol25 entry of this formula, charge and spin) for the structures above in their given order: 135.3, 116.9, 170.0 kJ/mol.